C4H8GaO2 | ωB97M-V with the def2-TZVPD basis set

## Properties
Spin multiplicity: 2
HOMO-LUMO gap (spin up / spin down): 7.07 / 7.75 eV
LUMO level (spin up / spin down): -11.164 / -11.287 eV
Charge: +2

Structure (XYZ):
```
15
Properties=species:S:1:pos:R:3:forces:R:3:lowdin_spin:R:1
H 2.736 -1.425 1.287 -0.584 -0.298 0.321 -0.0065
C 1.531 -0.981 -0.433 -1.188 0.334 -0.668 -0.2738
C 1.877 -0.859 0.897 0.133 1.131 1.129 -0.1316
O 1.375 0.045 1.725 4.709 -4.124 -1.305 0.1204
Ga 0.040 1.027 1.723 -3.922 4.116 1.437 0.5334
H 1.716 -0.102 -1.061 0.000 -0.414 -0.094 0.0017
H 1.386 -1.992 -0.822 0.607 0.355 -0.408 -0.0129
O -1.691 1.265 0.705 0.644 0.111 -0.234 0.2087
C -1.607 0.208 -0.277 -0.263 -0.458 -0.491 0.0784
C -0.466 0.521 -1.181 0.489 -0.857 0.662 0.3998
H -2.580 1.347 1.065 -0.474 0.215 0.468 0.0094
H -2.557 0.159 -0.834 0.298 -0.220 0.207 0.0143
H -1.414 -0.709 0.299 -0.545 -0.269 -0.577 0.0200
H 0.168 1.362 -0.888 -0.311 0.100 -0.785 0.0228
H -0.514 0.134 -2.204 0.405 0.277 0.337 0.0162
```
Positions in Å, forces in eV/Å.